Entry 1:
{"formula": "C26H54O21", "method": "wB97M-V/def2-TZVPD", "elements": ["C", "O", "H", "H", "H", "H", "C", "O", "H", "H", "H", "H", "C", "O", "H", "H", "H", "H", "C", "O", "H", "H", "H", "H", "C", "O", "H", "H", "H", "H", "C", "O", "H", "H", "H", "H", "C", "C", "C", "O", "C", "O", "O", "H", "H", "H", "H", "H", "H", "C", "C", "C", "O", "C", "O", "O", "H", "H", "H", "H", "H", "H", "C", "C", "C", "O", "C", "O", "O", "H", "H", "H", "H", "H", "H", "C", "C", "C", "O", "C", "O", "O", "H", "H", "H", "H", "H", "H", "C", "C", "C", "O", "C", "O", "O", "H", "H", "H", "H", "H", "H"], "xyz": [[9.7986, -0.3358, -6.4408], [10.7958, -0.0756, -5.4597], [8.9592, 0.3569, -6.4017], [10.2620, -0.3077, -7.4262], [9.4498, -1.3474, -6.2552], [11.0121, 0.8636, -5.4161], [11.8734, -3.3287, -4.7196], [12.2914, -2.4536, -5.7563], [11.8564, -4.3572, -5.0740], [12.5831, -3.2418, -3.8946], [10.8883, -3.0434, -4.3346], [11.8674, -1.5882, -5.6645], [12.7734, 2.9290, -4.8085], [12.2628, 2.3653, -6.0219], [12.9216, 4.0056, -4.9065], [12.0398, 2.7488, -4.0263], [13.7267, 2.4619, -4.5492], [12.8398, 2.6554, -6.7369], [11.5307, 2.1903, -9.8507], [10.4668, 2.0325, -10.7780], [11.2255, 1.7985, -8.8708], [12.3941, 1.6265, -10.2016], [11.8496, 3.2265, -9.7033], [9.6584, 2.1598, -10.2593], [7.7010, 3.0472, -8.2794], [8.3929, 1.9963, -8.9349], [6.7465, 3.2880, -8.7572], [7.5355, 2.8290, -7.2223], [8.3221, 3.9391, -8.3632], [7.9199, 1.1663, -8.8054], [7.8378, 1.5668, -3.8161], [8.3184, 2.4827, -2.8376], [8.6278, 0.8817, -4.1345], [6.9787, 1.0133, -3.4339], [7.5361, 2.1381, -4.6933], [8.4828, 1.9975, -2.0245], [6.7641, -4.9822, -3.8829], [7.8930, -3.9905, -3.9198], [7.5148, -2.5692, -4.3889], [8.1197, -1.7133, -3.4131], [8.5932, -2.4475, -2.3884], [9.1088, -1.9931, -1.4180], [8.4271, -3.7668, -2.6098], [7.0725, -5.8709, -3.3299], [6.5278, -5.3167, -4.8922], [5.9049, -4.5496, -3.3712], [8.7151, -4.3340, -4.5518], [6.4440, -2.3698, -4.4379], [7.9632, -2.3643, -5.3575], [5.0378, -3.9430, -8.3455], [6.4799, -3.8757, -8.8096], [6.6561, -3.5372, -10.2836], [6.8812, -2.1106, -10.2615], [7.2444, -1.7392, -9.0259], [7.6493, -0.6503, -8.7427], [7.1444, -2.7615, -8.1657], [4.4307, -3.1694, -8.8178], [4.9883, -3.8301, -7.2637], [4.6203, -4.9175, -8.6034], [7.0224, -4.7655, -8.4999], [5.7593, -3.7042, -10.8750], [7.5129, -4.0264, -10.7431], [10.3529, -1.1277, -12.2392], [11.0891, -1.8191, -11.1296], [10.8166, -1.2132, -9.7386], [10.3079, -2.3021, -8.9764], [10.1731, -3.4051, -9.7260], [9.7316, -4.4416, -9.3384], [10.5934, -3.1793, -10.9824], [9.2839, -1.3330, -12.1607], [10.7028, -1.4289, -13.2251], [10.4600, -0.0419, -12.1535], [12.1637, -1.9101, -11.2808], [10.0687, -0.4169, -9.7829], [11.6999, -0.7882, -9.2624], [14.6907, -0.5100, -5.3976], [15.4439, -0.1850, -6.6611], [14.8180, -0.8536, -7.8977], [14.5046, 0.2328, -8.7688], [14.7444, 1.4118, -8.1484], [14.4791, 2.4723, -8.6141], [15.2691, 1.2209, -6.9265], [15.0191, 0.1222, -4.5671], [14.7929, -1.5385, -5.0611], [13.6469, -0.2647, -5.5948], [16.5129, -0.3763, -6.5709], [13.9186, -1.4139, -7.6416], [15.5323, -1.5118, -8.3906], [11.9973, -0.5852, -2.2634], [12.6876, -1.3524, -1.1711], [11.9632, -1.3467, 0.1985], [11.6911, -2.7068, 0.4732], [12.0616, -3.4803, -0.5690], [11.8641, -4.6478, -0.6571], [12.6981, -2.7433, -1.5040], [10.9183, -0.7004, -2.3425], [12.3872, -0.7332, -3.2749], [12.1933, 0.4894, -2.1273], [13.7051, -0.9779, -1.0602], [11.0394, -0.7719, 0.1651], [12.6431, -0.9100, 0.9300]], "mulliken_charge": [-0.237, 0.314, 0.457, -0.073, -0.151, -0.130, -0.355, -0.310, 0.405, 0.117, -0.076, -0.073, -0.650, -0.357, 0.357, 0.207, 0.193, 0.207, -0.381, -0.565, -0.036, 0.283, 0.404, 0.447, -0.520, -0.388, 0.292, 0.000, 0.310, 0.501, 0.083, -0.583, -0.205, 0.288, 0.103, 0.309, -1.591, 0.635, 0.441, -0.279, 0.586, -0.551, -0.421, 0.393, 0.342, 0.395, 0.259, 0.372, -0.529, -1.528, 0.399, -0.482, -0.358, 0.049, -0.664, 0.090, 0.372, 0.299, 0.434, 0.412, 0.428, 0.200, -1.336, 0.452, 0.445, 0.256, 0.311, -0.570, -0.410, 0.276, 0.390, 0.298, 0.374, -0.256, -0.134, -0.777, 0.261, -0.079, -0.337, 0.648, -0.545, -0.372, 0.422, 0.386, -0.213, 0.358, -0.034, 0.350, -0.494, 0.399, -0.477, -0.344, 0.614, -0.546, -0.312, 0.082, -0.387, 0.448, 0.334, 0.248, 0.381], "gap_ev": 10.10, "largest_force_ev_per_a": 1.57, "e_above_lowest_kj_mol": 0.0}

---

Entry 2:
{"formula": "C26H55F2N9O8SSi", "method": "wB97M-V/def2-TZVPD", "elements": ["C", "Si", "C", "C", "C", "C", "C", "C", "C", "C", "C", "C", "C", "C", "C", "S", "O", "O", "O", "O", "C", "C", "N", "F", "F", "C", "C", "C", "C", "C", "C", "H", "H", "H", "H", "H", "H", "H", "H", "H", "H", "H", "H", "H", "H", "H", "H", "H", "H", "H", "H", "H", "H", "H", "H", "H", "H", "H", "H", "H", "H", "H", "H", "H", "H", "H", "H", "H", "H", "H", "C", "O", "N", "N", "H", "H", "H", "H", "C", "O", "N", "N", "H", "H", "H", "H", "C", "O", "N", "N", "H", "H", "H", "H", "C", "O", "N", "N", "H", "H", "H", "H"], "xyz": [[6.8041, -1.8427, 0.0648], [5.0826, -1.4330, 0.6642], [4.9432, -1.9698, 2.4635], [3.8568, -2.3654, -0.4101], [2.3861, -1.9748, -0.2122], [1.4593, -2.4571, -1.3371], [0.2334, -1.5605, -1.5336], [-0.9320, -2.2799, -2.2364], [-1.9058, -2.9787, -1.2583], [-3.3577, -2.4596, -1.3042], [-3.9303, -2.0328, 0.0584], [-4.5660, -0.6567, 0.0594], [-5.1705, -0.3234, 1.4340], [-4.2256, 0.5035, 2.3097], [-4.4981, 0.3062, 3.8134], [-3.3124, -0.7392, 4.5856], [-3.5747, -0.7862, 5.9889], [-3.2132, -1.9506, 3.8238], [-1.9497, 0.0597, 4.4077], [-5.5419, -0.6187, -0.9807], [-5.7080, 0.6108, -1.6232], [-6.8414, 1.4545, -1.0513], [-7.9037, 0.7002, -0.5240], [-6.3686, 2.3210, -0.0901], [-7.2737, 2.3039, -2.0718], [4.9130, 0.4270, 0.4548], [5.1227, 1.3143, 1.5004], [5.0655, 2.6854, 1.2985], [4.7952, 3.1903, 0.0380], [4.5753, 2.3301, -1.0184], [4.6318, 0.9645, -0.8027], [7.0195, -2.9123, 0.0703], [7.5526, -1.2910, 0.6304], [6.8918, -1.4771, -0.9616], [5.6782, -2.7625, 2.6152], [3.9614, -2.3744, 2.7117], [5.1866, -1.1707, 3.1622], [4.1488, -2.2387, -1.4567], [3.9846, -3.4271, -0.1745], [2.0440, -2.4574, 0.7076], [2.2781, -0.8934, -0.1025], [1.1078, -3.4724, -1.1279], [2.0100, -2.5180, -2.2803], [0.5161, -0.6899, -2.1282], [-0.1094, -1.2196, -0.5527], [-1.4749, -1.5473, -2.8363], [-0.5245, -3.0217, -2.9260], [-1.5054, -2.8561, -0.2483], [-1.8892, -4.0533, -1.4432], [-3.4563, -1.6572, -2.0352], [-3.9852, -3.2711, -1.6767], [-3.1190, -1.9934, 0.7926], [-4.6293, -2.7758, 0.4461], [-3.7766, 0.0792, -0.1441], [-5.3827, -1.2696, 1.9379], [-6.1181, 0.1980, 1.3194], [-4.3960, 1.5597, 2.0983], [-3.1865, 0.2783, 2.0694], [-5.4308, -0.2441, 3.9456], [-4.5462, 1.2408, 4.3643], [-1.5108, -0.2616, 3.6068], [-4.8031, 1.2264, -1.6106], [-5.9446, 0.4144, -2.6712], [-7.9517, -0.2227, -0.9308], [-8.7804, 1.1917, -0.6348], [5.3433, 0.9380, 2.4911], [5.2391, 3.3587, 2.1286], [4.7625, 4.2615, -0.1118], [4.3838, 2.7070, -2.0155], [4.4610, 0.2972, -1.6420], [9.2137, 1.4837, -0.9811], [8.7091, 0.4903, -0.4893], [10.2510, 1.4156, -1.8737], [8.7704, 2.7422, -0.6853], [10.6751, 2.2209, -2.2917], [10.5934, 0.5034, -2.1070], [7.9913, 2.8144, -0.0557], [9.1579, 3.5752, -1.0840], [4.2735, 2.4275, -5.0485], [4.5832, 3.2153, -4.1716], [4.8489, 1.1901, -5.1479], [3.3299, 2.7173, -5.9949], [4.6125, 0.5239, -5.8576], [5.5476, 0.9550, -4.4675], [2.8933, 3.6181, -5.9444], [3.0627, 2.0836, -6.7230], [-6.3791, 3.1586, -6.5152], [-5.9464, 3.1633, -7.6519], [-5.6066, 2.8149, -5.4367], [-7.6723, 3.4953, -6.2164], [-5.9473, 2.8047, -4.4934], [-4.6555, 2.5607, -5.6227], [-8.2657, 3.7536, -6.9814], [-8.0415, 3.4977, -5.2849], [-3.2391, -1.6513, 10.3394], [-3.8894, -1.5262, 11.3625], [-1.9267, -2.0513, 10.3552], [-3.7533, -1.4065, 9.0994], [-1.3735, -2.1604, 9.5274], [-1.5171, -2.2398, 11.2496], [-4.7086, -1.1088, 9.0503], [-3.2348, -1.4957, 8.2446]], "mulliken_charge": [-1.046, -0.048, -1.163, -0.684, -0.698, -0.601, -0.789, -0.969, -0.857, -0.654, -0.833, -0.217, -0.791, -0.579, -0.822, 1.098, -0.607, -0.587, -0.483, -0.454, -0.607, 0.761, -0.494, -0.321, -0.351, 0.744, -0.334, -0.707, -0.580, -0.503, -0.080, 0.452, 0.294, 0.248, 0.319, 0.309, 0.342, 0.412, 0.457, 0.282, 0.360, 0.333, 0.384, 0.419, 0.328, 0.452, 0.395, 0.425, 0.505, 0.412, 0.311, 0.317, 0.402, 0.373, 0.484, 0.475, 0.317, 0.374, 0.414, 0.415, 0.384, 0.351, 0.364, 0.220, 0.278, 0.186, 0.379, 0.406, 0.338, 0.325, 0.629, -0.614, -0.421, -0.352, 0.153, 0.220, 0.203, 0.158, 0.682, -0.668, -0.379, -0.409, 0.166, 0.217, 0.224, 0.155, 0.598, -0.636, -0.318, -0.338, 0.161, 0.175, 0.203, 0.161, 0.568, -0.650, -0.358, -0.262, 0.165, 0.206, 0.170, 0.202], "gap_ev": 9.05, "largest_force_ev_per_a": 0.58}

---

Number 1: energy -2603.16031 hartree. Number 2: energy -3006.03186 hartree.